Run w
{"formula": "C6H9NOS", "method": "ωB97M-V/def2-TZVPD", "multiplicity": 3, "homo_lumo_gap_ha": [0.28103, 0.25197], "total_charge": 0, "e_homo_ev": [-7.019, -8.247], "elements": ["C", "C", "C", "C", "C", "C", "N", "O", "S", "H", "H", "H", "H", "H", "H", "H", "H", "H"], "xyz": [[-0.7499, -2.3599, -0.2549], [-1.2490, -1.3858, -1.2144], [-0.0936, -1.6356, 0.7089], [-0.9637, -0.1397, -0.7051], [0.1353, 2.1405, 1.0086], [0.1073, 0.6823, 1.3819], [-0.2866, -0.3094, 0.4781], [2.6791, -0.1937, -1.3827], [2.7787, -1.0965, -0.0177], [-0.6976, -3.3962, -0.3212], [-1.7270, -1.5434, -2.1116], [0.3916, -1.9305, 1.5900], [-0.9312, 0.8853, -1.0963], [0.9752, 2.7879, 1.5693], [0.0964, 2.2036, -0.1175], [-0.7725, 2.5592, 1.3124], [0.6645, 0.4511, 2.2773], [1.9019, -0.5950, -1.7160]]}

=====

Run x
{"formula": "C6H9NOS", "method": "ωB97M-V/def2-TZVPD", "multiplicity": 3, "homo_lumo_gap_ha": [0.28507, 0.21981], "total_charge": 0, "e_homo_ev": [-6.987, -8.055], "elements": ["C", "C", "C", "C", "C", "C", "N", "O", "S", "H", "H", "H", "H", "H", "H", "H", "H", "H"], "xyz": [[0.0460, -2.0176, 0.0970], [-1.1495, -1.4372, -0.2954], [0.6161, -1.1675, 1.0373], [-0.2237, -0.0896, 1.1968], [-2.5656, 0.4841, 0.4913], [2.9041, 2.1310, -2.4904], [-1.3364, -0.2873, 0.3652], [1.7504, -1.4246, 1.7759], [1.7056, 3.1080, -2.0573], [0.3282, -2.9544, -0.1555], [-1.9041, -1.9335, -1.0480], [-2.3462, 1.6142, 0.5148], [-3.2316, 0.3288, -0.2053], [-2.8793, 0.1879, 1.4352], [3.0570, 1.0815, -2.1572], [-0.1031, 0.8213, 1.8161], [3.7429, 2.5832, -2.9485], [1.5894, -1.0284, 2.6280]]}

=====

Quick look at relative energies in hartree: run w 0.0000; run x 0.0094.

=====

Run w
{"formula": "CH2I2", "method": "ωB97M-V/def2-TZVPD", "homo_lumo_gap_ha": 0.33714, "total_charge": 0, "e_homo_ev": -9.520, "elements": ["C", "I", "I", "H", "H"], "xyz": [[-0.0433, 0.1651, -0.0048], [-0.6512, -1.4491, 1.3170], [1.7454, -0.1921, -1.1157], [-0.0288, 1.1434, 0.3682], [-1.0220, 0.3326, -0.5647]]}

=====

Run x
{"formula": "CH2I2", "method": "ωB97M-V/def2-TZVPD", "homo_lumo_gap_ha": [0.32807, 0.20413], "total_charge": 0, "e_homo_ev": [-9.953, -8.826], "elements": ["C", "I", "I", "H", "H"], "xyz": [[0.0294, 0.7338, 0.5169], [0.4550, -0.5868, 1.9730], [-0.2394, -1.6146, -2.2000], [0.6789, 0.8487, -0.2998], [-0.9238, 0.6189, 0.0099]]}

=====

Quick look at relative energies in hartree: run w 0.0000; run x 0.0809.

=====

Run w
{"formula": "C4H8ClN3", "method": "ωB97M-V/def2-TZVPD", "smiles": "N[C@@H]1C=NN[C@H]1CCl", "homo_lumo_gap_ha": 0.36590, "total_charge": 0, "e_homo_ev": -9.024, "elements": ["N", "C", "C", "N", "N", "C", "C", "Cl", "H", "H", "H", "H", "H", "H", "H", "H"], "xyz": [[-0.1401, 1.9444, -0.3712], [0.3818, 0.7665, 0.2991], [1.8569, 0.4651, 0.1626], [2.1224, -0.7938, 0.0289], [0.9166, -1.4892, -0.1018], [-0.2115, -0.5493, -0.3195], [-1.5159, -1.1429, 0.1751], [-2.8905, -0.0279, 0.0193], [-1.1458, 1.9821, -0.1410], [0.3849, 2.7412, -0.0506], [0.1630, 0.8486, 1.3636], [2.6453, 1.1800, 0.3395], [0.9545, -2.1442, -0.8733], [-0.3339, -0.3553, -1.3614], [-1.7337, -1.9932, -0.4030], [-1.4539, -1.4319, 1.2337]]}

=====

Run x
{"formula": "C4H8ClN3", "method": "ωB97M-V/def2-TZVPD", "homo_lumo_gap_ha": 0.29093, "total_charge": 0, "e_homo_ev": -8.149, "elements": ["C", "C", "C", "C", "H", "H", "H", "H", "H", "H", "H", "H", "N", "N", "N", "Cl"], "xyz": [[-3.1203, -0.5394, 0.1844], [-1.2057, 0.9621, -0.1931], [0.3054, 1.0886, 0.0542], [1.2133, 0.1752, 0.0685], [-3.7695, -2.0513, 0.1271], [-3.0750, 0.0042, 1.7448], [-3.5437, 0.2906, -0.9158], [-2.0148, 1.7811, -0.3233], [0.8750, -0.7650, -0.4377], [3.1001, 0.8725, -0.0413], [2.7819, -1.8379, 0.7269], [3.4332, -1.5180, -1.0367], [-1.6813, -0.2273, -0.1745], [2.5930, 0.0846, 0.1114], [3.3471, -1.1177, 0.0468], [0.7612, 2.7978, 0.0585]]}

=====

Quick look at relative energies in hartree: run w 0.0000; run x 0.3319.

=====

Run w
{"formula": "C3H6SSe", "method": "ωB97M-V/def2-TZVPD", "smiles": "S=CCC[SeH]", "homo_lumo_gap_ha": 0.31347, "total_charge": 0, "e_homo_ev": -8.677, "elements": ["S", "C", "C", "C", "Se", "H", "H", "H", "H", "H", "H"], "xyz": [[-0.4128, 1.0641, -2.6491], [-0.8052, 0.7636, -1.1590], [0.3695, 0.7965, 0.0484], [0.0599, -0.2685, 1.0498], [-0.0308, -2.1520, 0.4468], [-1.8122, 0.4592, -0.8609], [0.6123, 1.7345, 0.4732], [1.2928, 0.4145, -0.5190], [-1.0708, -0.2791, 1.4090], [0.5563, -0.1484, 1.9885], [1.2410, -2.3846, -0.2276]]}

=====

Run x
{"formula": "C3H6SSe", "method": "ωB97M-V/def2-TZVPD", "homo_lumo_gap_ha": [0.27868, 0.28094], "total_charge": 0, "e_homo_ev": [-7.427, -7.439], "elements": ["C", "C", "C", "S", "Se", "H", "H", "H", "H", "H", "H"], "xyz": [[-1.7914, -0.5272, 0.1698], [-0.9654, 0.5621, -0.2192], [1.5608, 0.7437, 0.4463], [-1.0360, -0.4372, -1.5848], [1.9845, -0.5054, -0.8625], [-1.4685, -1.4264, 0.5714], [-2.9156, -0.3926, 0.1896], [-1.0690, 1.7082, -0.1464], [2.0349, 0.4478, 1.4439], [1.8661, 1.7359, 0.0519], [1.7994, -1.9088, -0.0599]]}

=====

Quick look at relative energies in hartree: run w 0.0000; run x 0.1250.